# 1
{"formula": "C2HF6LaNO5S2", "method": "the ωB97M-V functional and the def2-TZVPD basis", "gap_ev": 6.81, "charge": 1, "e_tot_ev": -52641.929, "symbols": ["La", "N", "S", "O", "O", "C", "F", "F", "F", "S", "O", "C", "F", "F", "F", "O", "H", "O"], "xyz": [[1.11, 1.51, 1.56], [-0.28, -1.11, -1.42], [0.97, -1.55, -0.59], [1.95, -2.25, -1.42], [1.52, -0.47, 0.30], [0.41, -2.80, 0.68], [-0.14, -3.83, 0.07], [-0.49, -2.23, 1.47], [1.44, -3.20, 1.40], [-1.31, 0.04, -0.78], [-2.71, -0.38, -1.07], [-0.96, 1.33, -2.10], [0.31, 1.70, -2.05], [-1.25, 0.88, -3.30], [-1.73, 2.38, -1.83], [0.71, 3.09, 3.37], [0.90, 4.04, 3.27], [-0.46, 2.86, 2.45]]}

# 2
{"formula": "C3H3ClN2S", "method": "the ωB97M-V functional and the def2-TZVPD basis", "gap_ev": [8.45, 8.45], "charge": 0, "e_tot_ev": -29495.337, "de_lowest_kcal_mol": 45.73, "smiles": "CS/N=C(\\Cl)C#N", "symbols": ["C", "C", "C", "N", "N", "S", "Cl", "H", "H", "H"], "xyz": [[-2.19, 1.04, -1.07], [-1.68, 0.33, 0.05], [2.07, -0.48, 0.44], [-2.52, 1.34, -2.14], [-0.37, 0.39, 0.30], [0.51, -0.50, 1.39], [-2.90, -0.78, 0.57], [2.33, -1.31, -0.21], [2.92, -0.35, 1.01], [1.83, 0.32, -0.33]]}

# 3
{"formula": "C11H19BO", "method": "the ωB97M-V functional and the def2-TZVPD basis", "gap_ev": 7.15, "charge": 0, "e_tot_ev": -14433.409, "de_lowest_kcal_mol": 105.46, "symbols": ["B", "C", "C", "C", "C", "C", "C", "C", "C", "C", "C", "C", "O", "H", "H", "H", "H", "H", "H", "H", "H", "H", "H", "H", "H", "H", "H", "H", "H", "H", "H", "H"], "xyz": [[0.71, 0.57, 0.24], [2.03, 1.61, 2.49], [-2.94, 1.49, 0.14], [-2.45, 2.76, -0.41], [1.52, -3.18, 0.12], [1.38, -2.91, -1.34], [-1.89, 0.47, -0.29], [-0.95, 2.69, 0.03], [1.08, -1.95, 0.85], [1.42, -1.43, -1.48], [-0.53, 1.28, -0.40], [1.47, -0.80, -0.08], [2.56, 2.64, 2.58], [1.88, 1.09, 3.53], [-3.16, 1.64, 1.18], [-3.92, 0.95, -0.19], [-2.61, 2.69, -1.53], [-2.94, 3.62, -0.09], [1.10, -4.02, 0.66], [2.61, -3.35, 0.28], [2.22, -3.45, -1.89], [0.46, -3.30, -1.72], [-1.90, -0.25, 0.41], [-2.15, 0.00, -1.20], [-0.42, 3.54, -0.43], [-0.89, 2.96, 1.12], [0.07, -2.04, 0.85], [1.48, -1.79, 1.82], [2.18, -1.04, -2.13], [0.33, -1.23, -1.82], [-0.36, 1.39, -1.49], [2.58, -0.67, 0.18]]}